The following is a DFT calculation (the ωB97M-V functional and the def2-TZVPD basis) of a molecular structure, C38H42BF2GeOPtS3Si.

Geometry as XYZ:
```
90
C38H42BF2GeOPtS3Si the ωB97M-V functional and the def2-TZVPD basis
Pt 0.262 -0.537 -0.597
C -3.039 -0.557 -3.768
C -2.256 -0.542 -2.483
S -0.557 -0.595 -2.699
C -2.873 -0.459 -1.268
C -4.372 -0.351 -1.183
S -2.006 -0.428 0.209
H -2.373 -0.510 -4.629
H -3.718 0.296 -3.817
H -3.629 -1.474 -3.846
H -4.861 -1.025 -1.886
H -4.688 0.670 -1.417
H -4.717 -0.589 -0.178
C 1.381 -0.327 5.222
C 1.131 -1.070 3.917
S 1.108 0.052 2.519
O 1.064 -0.935 1.347
C 2.808 0.652 2.524
C 3.861 -0.437 2.587
H 1.228 -1.003 6.062
H 0.696 0.514 5.338
H 2.401 0.052 5.281
H 0.141 -1.527 3.896
H 1.862 -1.850 3.701
H 2.874 1.386 3.330
H 2.853 1.209 1.584
H 3.960 -0.847 3.593
H 4.828 -0.024 2.299
H 3.622 -1.241 1.895
F 3.228 -0.691 -0.558
B 2.155 -0.528 -1.354
F 2.455 -0.413 -2.647
C -0.213 3.802 3.890
C -1.229 3.015 3.362
C -1.125 2.519 2.071
C -0.019 2.815 1.268
C 0.983 3.620 1.808
C 0.895 4.101 3.111
Ge 0.169 2.063 -0.550
C 1.709 3.050 -1.296
C 3.016 2.630 -1.043
C 4.113 3.353 -1.494
C 3.919 4.520 -2.216
C 2.628 4.957 -2.476
C 1.537 4.230 -2.019
C -1.369 2.672 -1.612
C -1.284 2.693 -3.005
C -2.363 3.083 -3.785
C -3.558 3.459 -3.183
C -3.655 3.458 -1.800
C -2.567 3.074 -1.024
H -0.290 4.187 4.899
H -2.099 2.776 3.961
H -1.898 1.856 1.702
H 1.851 3.872 1.211
H 1.687 4.722 3.510
H 3.196 1.716 -0.488
H 5.115 2.998 -1.288
H 4.770 5.084 -2.579
H 2.468 5.870 -3.037
H 0.539 4.595 -2.225
H -0.361 2.401 -3.493
H -2.272 3.091 -4.864
H -4.402 3.761 -3.790
H -4.577 3.763 -1.320
H -2.665 3.087 0.053
C 2.126 -4.734 2.917
C 2.977 -4.242 1.937
C 2.456 -3.745 0.750
C 1.081 -3.721 0.518
C 0.241 -4.227 1.512
C 0.753 -4.733 2.697
Si 0.398 -2.931 -1.047
C -1.186 -3.775 -1.582
C -2.366 -3.757 -0.833
C -3.505 -4.418 -1.268
C -3.487 -5.113 -2.470
C -2.328 -5.145 -3.230
C -1.190 -4.482 -2.788
H 2.529 -5.132 3.840
H 4.049 -4.253 2.094
H 3.137 -3.363 -0.004
H -0.832 -4.239 1.356
H 0.084 -5.131 3.451
H 1.372 -3.209 -2.134
H -2.403 -3.205 0.097
H -4.408 -4.389 -0.671
H -4.375 -5.630 -2.813
H -2.308 -5.685 -4.168
H -0.292 -4.509 -3.394
```

## Properties
- Relative energy (zero: lowest compared OMol25 entry of this formula, charge and spin): 6.2 kJ/mol
- Total charge: 0
- E: -148397.8022 eV
- Multiplicity: 2
- Orbital gap (alpha / beta): 6.75 / 6.03 eV
- Molecular weight: 955.5 Da